Entry 1:
Formula: C2H2N2O2
Source: OMol25
Level of theory: ωB97M-V/def2-TZVPD

HOMO energy, hartree: -0.395
Spin multiplicity: 1
Energy relative to the best compared isomer or geometry (same formula, charge and spin), kJ/mol: 1.4
Maximum force, eV Å⁻¹: 0.8
E, eV: -9181.77174
Kohn-Sham gap, eV: 11.4
LUMO, eV: 0.613

XYZ file:
```
8
Properties=species:S:1:pos:R:3:forces:R:3
N -0.21612 1.14674 0.22430 -0.4 -0.4 0.0
C -1.10188 0.29712 0.23097 -0.1 0.0 0.0
N -1.89109 -0.62335 0.37825 0.3 0.5 0.0
H -0.46518 2.11841 0.09355 0.0 -0.1 0.0
H -2.16058 -1.16360 -0.43277 0.0 0.0 0.0
O 2.73038 0.25999 -0.04122 -0.5 -0.6 -0.1
C 1.93388 -0.58077 -0.16058 0.1 -0.1 0.0
O 1.17060 -1.45455 -0.29250 0.6 0.6 0.1
```
Forces are in eV/Å.


Entry 2:
Formula: C2H2N2O2
Source: OMol25
Level of theory: ωB97M-V/def2-TZVPD

HOMO energy, hartree: -0.376
Spin multiplicity: 1
Energy relative to the best compared isomer or geometry (same formula, charge and spin), kJ/mol: 340.1
Maximum force, eV Å⁻¹: 3.8
E, eV: -9178.26176
Kohn-Sham gap, eV: 11.1
LUMO, eV: 0.830

XYZ file:
```
8
Properties=species:S:1:pos:R:3:forces:R:3
C 0.22442 -1.14679 2.19295 -0.3 -1.2 0.7
N 0.37663 -0.13803 1.68018 0.3 -1.7 0.4
O 0.58511 0.85818 1.11906 0.2 3.0 -1.3
H 0.39303 -2.14782 2.50238 -0.2 0.0 0.1
N 0.20291 0.61319 -2.24253 3.0 1.8 -1.3
C -0.78840 0.45821 -1.61600 -2.0 -0.9 0.1
O -1.80407 0.07002 -1.19184 0.0 0.4 0.7
H 0.81039 1.43304 -2.44420 -1.1 -1.3 0.6
```
Forces are in eV/Å.


Entry 3:
Formula: C2H2N2O2
Source: OMol25
Level of theory: ωB97M-V/def2-TZVPD

HOMO energy, hartree: -0.379
Spin multiplicity: 1
Energy relative to the best compared isomer or geometry (same formula, charge and spin), kJ/mol: 369.2
Maximum force, eV Å⁻¹: 0.8
E, eV: -9177.95962
Kohn-Sham gap, eV: 8.8
LUMO, eV: -1.523

XYZ file:
```
8
Properties=species:S:1:pos:R:3:forces:R:3
O -2.19703 -0.95809 0.61604 0.4 0.5 -0.2
C -1.55645 -0.03348 0.28242 -0.6 0.1 0.0
N 0.41477 -0.58888 0.57773 0.2 0.1 -0.2
C 0.99914 0.43711 0.09181 -0.6 0.3 -0.1
N 0.70363 1.59318 -0.31437 0.3 -0.7 0.0
O -1.35212 1.06981 -0.13791 -0.1 -0.6 0.4
H 0.87485 -1.47554 0.72237 0.2 0.2 0.0
H 2.06040 0.70325 -0.25821 0.2 0.0 0.2
```
Forces are in eV/Å.


Entry 4:
Formula: C2H2N2O2
Source: OMol25
Level of theory: ωB97M-V/def2-TZVPD

HOMO energy, hartree: -0.370
Spin multiplicity: 1
Energy relative to the best compared isomer or geometry (same formula, charge and spin), kJ/mol: 466.5
Maximum force, eV Å⁻¹: 1.2
E, eV: -9176.95105
Kohn-Sham gap, eV: 10.0
LUMO, eV: -0.109

XYZ file:
```
8
Properties=species:S:1:pos:R:3:forces:R:3
O 1.49901 -0.01681 0.78641 -0.2 -0.3 0.1
C 0.51296 -0.69949 0.26175 -0.2 -0.8 0.3
N 0.21230 -1.56993 -0.59397 0.3 0.1 0.1
O -0.71468 -0.83181 0.65426 0.1 -0.1 0.3
C -1.29313 1.21626 -0.60207 0.8 0.7 -0.6
N -0.22256 1.42551 -0.97743 -1.2 0.2 0.1
H 2.29688 -0.56031 0.73460 0.2 0.2 -0.2
H -2.29079 1.03660 -0.26357 0.1 0.0 0.0
```
Forces are in eV/Å.


Entry 5:
Formula: C2H2N2O2S
Source: OMol25
Level of theory: ωB97M-V/def2-TZVPD

HOMO energy, hartree: -0.385
Spin multiplicity: 1
Energy relative to the best compared isomer or geometry (same formula, charge and spin), kJ/mol: 139.1
Maximum force, eV Å⁻¹: 2.8
E, eV: -20014.90743
Kohn-Sham gap, eV: 10.9
LUMO, eV: 0.407

XYZ file:
```
9
Properties=species:S:1:pos:R:3:forces:R:3
O 0.59920 1.57790 1.81374 0.3 1.0 2.2
C 0.20699 0.75913 1.07161 -1.1 -0.6 -1.5
N 0.66029 0.58335 -0.20310 2.1 0.8 -1.8
C 0.02817 -0.34632 -0.76410 -0.5 -0.4 -1.5
S 0.13315 -0.84960 -2.53511 -0.7 -0.1 2.3
O -0.89666 -0.93105 -0.03196 -1.2 -0.2 1.9
N -0.95594 -0.07523 1.20218 0.4 -2.0 0.7
H 1.12749 -0.00805 -2.62307 0.8 0.6 -0.4
H -0.90269 -0.71013 2.06982 -0.2 0.9 -1.9
```
Forces are in eV/Å.


Entry 6:
Formula: C2H2N2O2S2
Source: OMol25
Level of theory: ωB97M-V/def2-TZVPD

HOMO energy (spin up / spin down), hartree: -0.278 / -0.335
Spin multiplicity: 3
Energy relative to the best compared isomer or geometry (same formula, charge and spin), kJ/mol: 333.2
Maximum force, eV Å⁻¹: 4.9
E, eV: -30842.95058
Kohn-Sham gap (spin up / spin down), eV: 6.7 / 5.2
LUMO (spin up / spin down), eV: -0.821 / -3.950

XYZ file:
```
10
Properties=species:S:1:pos:R:3:forces:R:3
C -1.20833 -0.05129 -0.62201 0.3 -0.8 -2.1
C 1.50462 0.63233 -0.18770 0.5 -0.4 0.3
N -1.50956 0.63701 0.25777 0.3 -1.2 -0.8
N -1.54352 1.48953 1.11650 0.9 3.6 -2.6
O 1.48139 -1.65392 -1.90679 0.6 -0.1 -1.1
O 0.91853 -1.76989 0.43356 -0.2 -1.1 1.5
S 1.43054 1.53637 1.10245 0.1 -1.0 -1.2
S 1.94573 -1.51536 -0.55532 -1.2 2.5 0.5
H -1.27948 -0.51195 -1.61866 -0.1 0.3 1.2
H -1.73990 1.20717 1.98019 -1.2 -1.8 4.3
```
Forces are in eV/Å.


Entry 7:
Formula: C2H2N2O3
Source: OMol25
Level of theory: ωB97M-V/def2-TZVPD

HOMO energy, hartree: -0.365
Spin multiplicity: 1
Energy relative to the best compared isomer or geometry (same formula, charge and spin), kJ/mol: 319.4
Maximum force, eV Å⁻¹: 5.1
E, eV: -11225.49497
Kohn-Sham gap, eV: 10.3
LUMO, eV: 0.422

XYZ file:
```
9
Properties=species:S:1:pos:R:3:forces:R:3
O -1.78404 -0.82761 1.04309 3.3 1.1 -1.7
C -0.80470 -0.50737 0.36210 -2.8 -2.7 -0.1
O -0.41103 -1.24250 -0.79337 0.8 1.5 -1.4
C 0.53188 -0.43152 -1.42421 0.6 3.3 0.4
N 0.87200 0.70646 -0.75309 -1.4 -4.9 -0.5
N 0.07581 0.50387 0.36867 0.1 1.7 2.9
O 0.54702 0.67505 1.71209 -1.4 3.6 -0.8
H 0.87710 -0.45594 -2.51355 -0.9 -0.9 1.8
H 0.09597 1.57957 1.99828 1.5 -2.7 -0.7
```
Forces are in eV/Å.


Entry 8:
Formula: C2H2N2O3
Source: OMol25
Level of theory: ωB97M-V/def2-TZVPD

HOMO energy, hartree: -0.352
Spin multiplicity: 1
Energy relative to the best compared isomer or geometry (same formula, charge and spin), kJ/mol: 333.3
Maximum force, eV Å⁻¹: 3.4
E, eV: -11225.35079
Kohn-Sham gap, eV: 9.0
LUMO, eV: -0.609

XYZ file:
```
9
Properties=species:S:1:pos:R:3:forces:R:3
O -3.61668 0.70128 1.29156 -2.8 -0.5 1.0
C -2.71449 0.55208 0.60790 3.2 1.0 -0.6
N -1.60849 0.73008 0.14595 0.4 -0.9 -2.5
C -0.45743 0.11753 -0.59787 -1.2 0.9 1.2
O -0.05559 -0.98476 0.01359 1.8 -1.2 0.5
N -0.42634 0.14792 -2.16190 -1.1 0.9 -0.5
O -0.02962 -0.80651 -2.74748 -0.2 0.1 1.5
H 0.29517 0.80598 -0.33836 1.2 1.3 -0.5
H -0.68748 -1.66314 -0.04810 -1.3 -1.6 -0.2
```
Forces are in eV/Å.


Entry 9:
Formula: C2H2N2O4
Source: OMol25
Level of theory: ωB97M-V/def2-TZVPD

HOMO energy, hartree: -0.369
Spin multiplicity: 1
Energy relative to the best compared isomer or geometry (same formula, charge and spin), kJ/mol: 654.9
Maximum force, eV Å⁻¹: 5.8
E, eV: -13268.38814
Kohn-Sham gap, eV: 9.0
LUMO, eV: -1.049

XYZ file:
```
10
Properties=species:S:1:pos:R:3:forces:R:3
C -1.49767 0.28608 -0.24145 -3.0 3.4 0.5
C 0.08702 0.83942 -0.54965 -0.7 -0.1 1.9
H 1.61221 0.59677 1.23845 1.8 -2.1 -4.4
H 0.04856 -1.64176 0.73093 1.9 0.2 0.0
N 0.82204 -0.31787 -0.63029 2.7 2.7 0.5
N 0.06008 -1.35608 -0.25174 -1.6 -5.2 1.2
O 2.06581 -0.05086 0.08212 -3.8 -0.2 3.2
O -1.35099 -1.03714 -0.18580 -0.2 1.8 -0.8
O -2.57666 0.88689 0.02252 5.1 -2.5 -1.4
O 0.72962 1.79454 -0.21509 -2.4 2.0 -0.7
```
Forces are in eV/Å.


Entry 10:
Formula: C2H2N2O4
Source: OMol25
Level of theory: ωB97M-V/def2-TZVPD

HOMO energy, hartree: -0.367
Spin multiplicity: 1
Energy relative to the best compared isomer or geometry (same formula, charge and spin), kJ/mol: 361.0
Maximum force, eV Å⁻¹: 2.6
E, eV: -13271.43490
Kohn-Sham gap, eV: 9.7
LUMO, eV: -0.280

XYZ file:
```
10
Properties=species:S:1:pos:R:3:forces:R:3
O 0.17783 2.05808 -0.21593 -0.1 0.0 0.8
C 0.12381 0.86402 -0.13714 -1.1 -1.0 -1.2
C -1.01578 -0.12645 -0.08191 0.1 1.3 0.9
O -2.25149 0.27699 0.13398 -1.0 0.1 -0.5
N -0.67487 -1.34747 -0.06492 -0.7 0.0 -0.3
O 0.64117 -1.42057 -0.24358 1.7 1.1 -0.1
N 1.13226 -0.02914 -0.41975 1.3 -2.1 0.8
O 2.35503 0.02929 0.15036 0.8 0.5 0.1
H -2.80547 -0.41301 -0.25567 -0.5 0.1 0.3
H 2.31751 0.10826 1.13457 -0.6 -0.1 -0.8
```
Forces are in eV/Å.


What did the eighth record say?
Formula: C2H2N2O3
Source: OMol25
Level of theory: ωB97M-V/def2-TZVPD

HOMO energy, hartree: -0.352
Spin multiplicity: 1
Energy relative to the best compared isomer or geometry (same formula, charge and spin), kJ/mol: 333.3
Maximum force, eV Å⁻¹: 3.4
E, eV: -11225.35079
Kohn-Sham gap, eV: 9.0
LUMO, eV: -0.609

XYZ file:
```
9
Properties=species:S:1:pos:R:3:forces:R:3
O -3.61668 0.70128 1.29156 -2.8 -0.5 1.0
C -2.71449 0.55208 0.60790 3.2 1.0 -0.6
N -1.60849 0.73008 0.14595 0.4 -0.9 -2.5
C -0.45743 0.11753 -0.59787 -1.2 0.9 1.2
O -0.05559 -0.98476 0.01359 1.8 -1.2 0.5
N -0.42634 0.14792 -2.16190 -1.1 0.9 -0.5
O -0.02962 -0.80651 -2.74748 -0.2 0.1 1.5
H 0.29517 0.80598 -0.33836 1.2 1.3 -0.5
H -0.68748 -1.66314 -0.04810 -1.3 -1.6 -0.2
```
Forces are in eV/Å.